61
Properties=species:S:1:pos:R:3:forces:R:3 method="wB97M-V/def2-TZVPD" e_lumo_ev="-6.408 / -6.341" total_charge=+2 mol_weight_g_mol=524.401 gap_ha="0.3090 / 0.3255" fmax_ev_per_a=2.8 homo_ev="-14.8 / -15.2" spin_multiplicity=3 s2=2.018
V 0.10335 -0.47688 -0.17759 1.6 -1.1 -0.2
C 0.06428 -3.93079 -0.32214 -0.1 0.0 -0.1
C 0.61528 -2.68843 0.32481 0.1 -0.4 0.3
C -0.00673 -2.13560 1.47420 0.2 -0.2 0.2
C -1.16441 -2.82244 2.14513 -0.1 0.0 0.0
C 0.56384 -0.99531 2.08666 0.1 -0.2 0.1
C -0.03124 -0.45241 3.35453 -0.1 0.0 -0.1
C 1.73333 -0.39916 1.55420 0.1 -0.1 0.1
C 2.34712 0.77589 2.26482 -0.1 0.0 -0.1
C 2.34460 -0.94793 0.40752 0.2 -0.2 0.1
C 3.54749 -0.29479 -0.22000 0.0 0.0 0.0
C 1.84006 -2.15221 -0.13877 0.1 -0.2 0.2
C 2.64472 -2.89250 -1.16972 0.0 0.0 0.0
H 0.46689 -4.81788 0.17293 0.0 0.0 0.0
H 0.33367 -3.98122 -1.37443 0.0 0.0 0.0
H -1.01768 -3.97508 -0.26608 0.0 0.0 0.0
H -2.05853 -2.19972 2.16206 0.0 0.0 0.0
H -0.89604 -3.04104 3.17952 0.0 0.0 0.0
H -1.42322 -3.76015 1.66897 0.0 0.0 0.0
H 0.48656 -0.89842 4.20833 0.0 0.0 0.0
H -1.08702 -0.69145 3.44001 0.0 0.0 0.0
H 0.07706 0.62474 3.42481 0.0 0.0 0.0
H 1.77544 1.69123 2.09141 0.0 0.0 0.0
H 3.36923 0.94963 1.94731 0.0 0.0 0.0
H 2.35910 0.59851 3.33868 0.0 0.0 0.0
H 4.47017 -0.63632 0.25509 0.0 0.0 0.0
H 3.50901 0.78838 -0.12976 0.0 0.0 0.0
H 3.60775 -0.52620 -1.28069 0.0 0.0 0.0
H 2.38628 -2.58100 -2.18328 0.0 0.0 0.0
H 2.47999 -3.96325 -1.08809 0.0 0.0 0.0
H 3.70575 -2.70838 -1.02169 0.0 0.0 0.0
C -1.93777 3.31388 2.57654 -0.1 0.2 0.2
O -1.29009 2.18650 1.94972 0.0 -0.1 0.0
C -0.97561 2.21234 0.68416 -0.2 0.1 -0.1
O -0.40206 1.20600 0.21083 -0.5 2.6 0.8
N -1.26502 3.28364 -0.05244 0.1 -0.2 0.0
N -0.99905 3.26242 -1.41983 0.1 0.0 -0.1
H -2.08151 3.02058 3.61031 0.0 0.0 0.0
H -2.90937 3.51115 2.12381 0.0 -0.1 -0.1
H -1.29683 4.19473 2.53493 0.0 0.0 0.0
H -1.70116 4.08683 0.37419 -0.1 0.0 0.0
H -0.47694 4.09111 -1.67349 0.1 0.0 0.0
H -1.87180 3.24209 -1.93100 -0.1 0.0 0.0
F -2.59886 -0.50836 0.40018 0.0 0.0 -0.1
C -1.78720 -0.72210 -0.68429 -2.1 -0.6 -0.3
F -2.12294 -1.96656 -1.14964 -0.1 0.2 0.1
F -2.29079 0.14264 -1.64335 0.0 -0.1 0.2
C 0.57556 -0.86094 -5.46868 -0.1 0.0 0.1
As -0.66651 -0.51470 -4.03027 -0.1 0.0 -0.6
C -2.03611 -1.87459 -4.14851 0.1 0.1 0.1
C -1.51727 1.16754 -4.45234 0.1 -0.1 0.2
S 0.69236 -0.40763 -2.34063 0.4 -0.1 -1.1
H 0.07924 -0.72982 -6.42897 -0.1 0.0 0.0
H 0.95624 -1.87741 -5.39279 0.0 0.0 0.1
H 1.40510 -0.16173 -5.38453 0.0 0.0 0.0
H -2.45166 -1.76365 -5.15080 0.0 0.0 0.0
H -2.80917 -1.71408 -3.40460 0.0 0.0 0.0
H -1.60431 -2.86571 -4.03705 0.1 0.0 0.0
H -1.73354 1.17639 -5.51954 0.0 -0.1 0.0
H -0.83642 1.98016 -4.21075 0.0 0.0 0.0
H -2.44119 1.25627 -3.88673 0.0 0.0 0.0